C4H7N3O | the ωB97M-V functional and the def2-TZVPD basis

## Properties
SMILES string: Nc1coc(N)c1N

```
! RIJCOSX wB97M-V def2-TZVPD def2/J DEFGRID3
* xyz 0 1
N 2.310 0.234 0.193
C 0.982 0.726 -0.099
C 0.184 1.829 -0.070
O -1.111 1.486 -0.003
C -1.284 -0.010 -0.153
N -2.498 -0.445 0.113
C 0.129 -0.402 -0.335
N 0.643 -1.742 -0.178
H 2.191 -0.925 -0.102
H 3.209 0.810 -0.334
H 0.353 2.970 -0.178
H -3.107 -0.938 -0.832
H -3.262 0.039 0.753
H -0.192 -2.130 0.593
H 1.452 -1.503 0.632
*
```



C4H7N3O | the ωB97M-V functional and the def2-TZVPD basis

## Properties
SMILES string: [H]/N=C1\NCCC=NO1

```
! RIJCOSX wB97M-V def2-TZVPD def2/J DEFGRID3
* xyz 0 1
H -3.250 0.502 -0.176
N -2.817 -0.346 0.043
C -1.510 -0.216 0.081
N -0.672 0.793 -0.358
C 0.693 1.089 -0.068
C 1.411 -0.129 0.447
C 1.075 -1.336 -0.274
N -0.031 -1.983 -0.431
O -0.976 -1.427 0.444
H -1.333 1.682 -0.410
H 0.757 1.912 0.634
H 1.118 1.511 -0.932
H 1.154 -0.384 1.439
H 2.528 0.095 0.423
H 1.853 -1.761 -0.862
*
```



C4H7N3O | the ωB97M-V functional and the def2-TZVPD basis

## Properties
SMILES string: Cn1cco/c1=N\N

```
! RIJCOSX wB97M-V def2-TZVPD def2/J DEFGRID3
* xyz 0 1
C -0.671 1.597 -0.164
N -0.660 0.128 -0.155
C -1.785 -0.691 -0.060
C -1.277 -1.970 0.047
O 0.082 -1.884 -0.018
C 0.442 -0.622 -0.027
N 2.040 0.181 0.317
N 3.012 -0.532 -0.039
H -1.588 1.960 -0.801
H -0.775 1.933 0.923
H 0.276 1.881 -0.562
H -2.700 -0.232 0.109
H -1.656 -3.032 0.300
H 3.364 -0.352 -0.982
H 3.396 -1.436 0.260
*
```



C4H7N3O | the ωB97M-V functional and the def2-TZVPD basis

## Properties
SMILES string: NC1(CO)C=NN=C1

```
! RIJCOSX wB97M-V def2-TZVPD def2/J DEFGRID3
* xyz 0 1
N 0.814 0.508 1.595
C 0.168 0.323 0.268
C 0.246 -1.190 0.046
O -0.243 -1.578 -1.069
C 0.464 1.262 -0.908
N -0.535 1.591 -1.589
N -1.717 0.819 -1.171
C -1.257 0.317 0.044
H 0.028 1.278 2.146
H 1.895 0.911 1.342
H -0.182 -1.417 1.230
H 1.263 -1.365 0.087
H -0.412 -2.656 -1.045
H 1.474 1.626 -1.503
H -2.006 -0.428 0.526
*
```



C4H7N3O | the ωB97M-V functional and the def2-TZVPD basis

```
! RIJCOSX wB97M-V def2-TZVPD def2/J DEFGRID3
* xyz 0 1
C -0.951 1.571 0.234
C -0.807 0.023 0.276
C -2.181 -0.780 0.121
C 1.451 -0.160 -0.480
H -2.128 1.964 0.225
H -0.283 1.888 -0.869
H -0.486 2.247 1.027
H -0.703 -0.159 1.303
H 1.267 -2.525 -0.224
H 1.348 0.879 -1.016
H 3.386 -0.006 -0.474
N -2.932 -1.463 -0.546
N 0.161 -0.831 -0.214
N 2.562 -0.599 0.049
O 0.295 -2.050 0.587
*
```



C4H7N3O | the ωB97M-V functional and the def2-TZVPD basis

```
! RIJCOSX wB97M-V def2-TZVPD def2/J DEFGRID3
* xyz 0 1
C -0.571 1.016 -1.421
C 0.598 -0.198 1.192
C -0.364 -1.265 0.781
C 0.937 0.191 2.511
H -0.888 2.290 -1.244
H -0.259 0.774 -2.736
H -1.697 0.525 -1.062
H 1.234 1.177 -1.510
H -0.437 -2.020 1.636
H -1.360 -0.695 0.423
H 0.052 -1.451 -1.287
N 0.693 0.413 -1.012
N 0.994 0.775 0.378
N 1.038 0.465 3.663
O 0.030 -1.997 -0.311
*
```



The evaluated total energy for the records listed, in turn: -395.90654 -396.01140 -395.92694 -395.88627 -395.84738 -395.90407 a.u..